Record 1
Here is a molecular structure, C2H5FO from the OMol25 dataset. Energies are from ωB97M-V/def2-TZVPD.

Geometry as XYZ:
```
9
C2H5FO, DFT ωB97M-V/def2-TZVPD
C -0.741 0.394 -0.673
C 0.137 -0.378 0.256
O 0.844 0.490 0.954
F 2.204 -0.044 1.655
H -0.685 -0.303 -1.534
H -1.808 0.444 -0.408
H -0.403 1.492 -0.846
H 0.877 -1.023 -0.432
H -0.425 -1.072 1.028
```

As for the net charge: 0. The calculation puts the relative energy (zero: lowest compared OMol25 entry of this formula, charge and spin) at 4.570 eV. The value obtained for the HOMO energy (alpha / beta) is -10.7 / -10.7 eV. Its total energy is -254.12305 hartree. The LUMO energy (alpha / beta) comes out at -0.0449 / -0.0449 Ha. The HOMO-LUMO gap (alpha / beta) is 9.48 / 9.48 eV.

---

Record 2
Here is a gas-phase ion, C3H3N2 (charge +1) from the OMol25 dataset. Energies are from ωB97M-V/def2-TZVPD.

Geometry as XYZ:
```
8
C3H3N2, DFT ωB97M-V/def2-TZVPD
C -1.529 -0.249 0.408
C -0.360 -0.165 -0.530
C 1.909 0.510 0.152
N -1.292 0.885 -0.026
N 0.861 0.022 -0.076
H -2.141 -0.945 0.899
H -0.286 -0.540 -1.460
H 2.838 0.483 0.633
```

As for the net charge: +1. The calculation puts the relative energy (zero: lowest compared OMol25 entry of this formula, charge and spin) at 1.686 eV. The value obtained for the HOMO energy is -15.8 eV. Its total energy is -225.19589 hartree. The LUMO energy comes out at -0.2164 Ha. The HOMO-LUMO gap is 9.87 eV.

---

Record 3
Here is 13 unconnected molecules or ions with the total composition C54H55F12O42P from the OMol25 dataset. Energies are from ωB97M-V/def2-TZVPD.

Geometry as XYZ:
```
164
C54H55F12O42P, DFT ωB97M-V/def2-TZVPD
C 4.313 -3.996 2.516
C 3.474 -3.405 1.580
C 2.329 -2.410 1.926
C 2.534 -1.087 2.225
C 4.000 -0.572 2.213
O 4.210 0.640 2.970
C 5.543 1.021 2.680
C 5.721 2.075 1.691
C 7.080 2.462 1.339
C 8.272 1.849 1.942
C 8.061 0.782 2.933
C 6.699 0.378 3.300
C 1.276 -0.211 2.510
O 1.256 0.605 3.397
C 0.033 -0.507 1.591
C -0.931 0.593 1.045
C -0.340 2.057 1.033
C -1.589 3.047 1.125
C -0.169 -1.832 1.298
P -1.534 -2.466 0.216
O -2.846 -2.450 0.906
O -1.169 -4.064 -0.119
O -1.585 -1.724 -1.287
C 0.829 -2.886 1.908
O 0.476 -3.945 2.350
H 4.961 -3.319 3.135
H 4.315 -5.107 2.621
H 3.609 -3.606 0.479
H 4.262 -0.338 1.136
H 4.747 -1.329 2.575
H 4.819 2.531 1.220
H 7.202 3.269 0.581
H 9.298 2.186 1.657
H 8.975 0.317 3.366
H 6.570 -0.454 4.038
H -1.913 0.535 1.582
H -1.159 0.336 -0.029
H 0.144 2.246 0.033
H 0.366 2.283 1.866
H -2.188 2.955 0.177
H -1.265 4.103 1.292
H -2.263 2.776 1.989
H -0.518 -4.088 -0.853
H -0.714 -1.290 -1.424
C 3.069 1.873 5.719
C 4.499 2.295 5.881
O 4.440 3.212 6.958
C 3.384 2.815 7.727
O 3.194 3.179 8.842
O 2.579 1.946 7.058
F 4.946 2.948 4.781
H 2.499 2.557 5.086
H 2.973 0.866 5.320
H 5.184 1.481 6.130
C 2.985 -3.941 -2.814
C 1.544 -3.792 -3.205
O 1.114 -2.694 -2.419
C 2.225 -1.920 -2.226
O 2.191 -0.796 -1.844
O 3.363 -2.594 -2.530
F 0.825 -4.885 -2.852
H 3.115 -4.551 -1.916
H 3.594 -4.360 -3.613
H 1.384 -3.570 -4.262
C -4.649 -0.131 -0.646
C -5.635 -0.026 -1.770
O -6.273 1.212 -1.521
C -5.346 1.985 -0.880
O -5.430 3.163 -0.753
O -4.310 1.236 -0.412
F -6.563 -1.014 -1.703
H -5.087 -0.556 0.259
H -3.769 -0.713 -0.916
H -5.184 -0.012 -2.766
C -7.425 -4.639 -2.394
C -8.186 -3.993 -3.514
O -9.374 -4.762 -3.580
C -9.585 -5.221 -2.310
O -10.615 -5.673 -1.928
O -8.474 -5.088 -1.539
F -7.523 -4.119 -4.692
H -6.835 -5.496 -2.727
H -6.769 -3.939 -1.878
H -8.436 -2.948 -3.342
C -9.919 -0.528 -5.699
C -9.053 0.039 -4.612
O -8.159 0.874 -5.320
C -8.839 1.292 -6.424
O -8.506 2.208 -7.108
O -9.948 0.538 -6.645
F -8.338 -0.936 -3.992
H -9.481 -1.415 -6.164
H -10.921 -0.773 -5.351
H -9.594 0.628 -3.868
C 2.030 -7.794 4.528
C 2.601 -9.181 4.549
O 3.966 -8.970 4.239
C 4.261 -7.720 4.705
O 5.363 -7.309 4.862
O 3.132 -7.005 4.975
F 2.051 -9.953 3.578
H 1.737 -7.474 3.525
H 1.175 -7.685 5.194
H 2.518 -9.689 5.513
C -10.267 -7.549 -5.378
C -10.804 -8.347 -6.529
O -9.638 -8.917 -7.092
C -8.755 -9.053 -6.059
O -7.781 -9.731 -6.096
O -9.135 -8.318 -4.978
F -11.385 -7.544 -7.454
H -9.940 -6.550 -5.676
H -10.985 -7.454 -4.565
H -11.500 -9.139 -6.243
C -9.566 4.502 -5.044
C -10.218 5.690 -4.401
O -11.412 5.146 -3.868
C -11.134 3.842 -3.588
O -11.801 3.148 -2.893
O -9.988 3.432 -4.201
F -10.542 6.629 -5.322
H -9.921 4.324 -6.061
H -8.480 4.580 -5.062
H -9.634 6.147 -3.599
C 4.500 6.194 0.714
C 4.941 6.898 -0.535
O 5.639 5.890 -1.240
C 5.067 4.710 -0.865
O 5.212 3.683 -1.444
O 4.302 4.856 0.255
F 5.801 7.904 -0.251
H 5.266 6.202 1.493
H 3.580 6.609 1.123
H 4.122 7.276 -1.152
C 9.331 10.461 0.247
C 8.607 11.630 0.848
O 7.420 11.047 1.351
C 7.747 9.756 1.661
O 7.087 9.047 2.348
O 8.926 9.388 1.092
F 8.275 12.542 -0.101
H 9.015 10.255 -0.779
H 10.413 10.586 0.263
H 9.145 12.125 1.661
C 5.201 13.623 0.508
C 4.444 14.220 -0.640
O 3.299 13.395 -0.728
C 3.071 12.938 0.540
O 2.055 12.442 0.898
O 4.154 13.132 1.341
F 5.144 14.117 -1.797
H 5.841 12.794 0.203
H 5.809 14.359 1.034
H 4.137 15.258 -0.488
C 5.813 -11.516 3.924
C 5.841 -12.832 3.205
O 6.668 -13.628 4.031
C 6.507 -13.142 5.297
O 6.832 -13.720 6.281
O 5.919 -11.913 5.288
F 6.427 -12.714 1.988
H 6.661 -10.878 3.664
H 4.894 -10.965 3.747
H 4.863 -13.308 3.097
```

As for the net charge: 0. The value obtained for the HOMO energy is -9.2 eV. Its total energy is -6790.56710 hartree. The LUMO energy comes out at -0.0559 Ha. The HOMO-LUMO gap is 7.72 eV.

---

Record 4
Here is a single C4H7NO molecule from the OMol25 dataset. Energies are from ωB97M-V/def2-TZVPD.

Geometry as XYZ:
```
13
C4H7NO, DFT ωB97M-V/def2-TZVPD
N 2.862 -0.116 -0.097
C 1.668 -0.661 0.139
O 0.727 0.282 -0.058
C -0.564 -0.173 0.296
C -1.651 -0.241 -0.725
C -1.683 0.810 0.365
H 3.663 -0.699 0.082
H 3.035 0.866 -0.307
H -0.502 -0.958 1.039
H -1.420 0.092 -1.732
H -2.328 -1.091 -0.673
H -2.392 0.709 1.183
H -1.478 1.837 0.073
```

As for the net charge: 0. The calculation puts the relative energy (zero: lowest compared OMol25 entry of this formula, charge and spin) at 3.045 eV. The value obtained for the HOMO energy is -8.7 eV. Its total energy is -286.51976 hartree. The LUMO energy comes out at 0.0440 Ha. The HOMO-LUMO gap is 9.91 eV.

---

Record 5
Here is a single C5H11N3O3 molecule from the OMol25 dataset. Energies are from ωB97M-V/def2-TZVPD.

Geometry as XYZ:
```
22
C5H11N3O3, DFT ωB97M-V/def2-TZVPD
C -0.821 -1.713 1.014
C -1.007 -0.298 0.453
C -2.340 -0.186 -0.331
C -1.958 -0.506 -1.796
C -0.499 0.017 -1.973
H 1.066 -1.356 1.307
H -0.829 -2.396 0.069
H -1.621 -2.075 1.648
H -0.957 0.467 1.243
H -3.112 -0.818 0.077
H -2.712 0.807 -0.234
H -2.026 -1.611 -2.060
H -2.612 0.024 -2.444
H 0.126 -0.544 -2.647
H -0.409 1.065 -2.230
H 1.500 2.531 0.296
N 0.048 -0.073 -0.561
N 0.970 0.796 -0.156
N 2.000 0.331 0.594
O 0.334 -1.755 1.818
O 0.735 2.156 -0.220
O 2.706 1.179 1.105
```

As for the net charge: 0. The calculation puts the relative energy (zero: lowest compared OMol25 entry of this formula, charge and spin) at 4.564 eV. The value obtained for the HOMO energy is -9.4 eV. Its total energy is -586.93408 hartree. The LUMO energy comes out at 0.0256 Ha. The HOMO-LUMO gap is 10.14 eV.

---

Record 6
Here is a molecular structure, C5H7CoLiO3 from the OMol25 dataset. Energies are from ωB97M-V/def2-TZVPD.

Geometry as XYZ:
```
17
C5H7CoLiO3, DFT ωB97M-V/def2-TZVPD
C 2.284 2.431 -0.613
C 2.862 1.711 -1.479
H 2.426 2.472 0.464
H 3.710 1.780 -2.148
H 2.098 0.328 -0.810
O 0.260 1.735 -0.209
Co 0.715 -1.997 1.004
O 1.133 -0.314 -0.034
C 0.192 0.543 0.208
O -1.008 0.097 0.427
C -1.188 -1.274 1.046
C -2.315 -1.941 0.286
H -1.539 -0.999 2.051
H -3.270 -1.396 0.377
H -2.457 -2.944 0.715
H -2.084 -2.073 -0.780
Li -1.820 1.842 -0.503
```

The multiplicity is 5. As for the net charge: +3. The calculation puts the relative energy (zero: lowest compared OMol25 entry of this formula, charge and spin) at 2.409 eV. The value obtained for the HOMO energy (alpha / beta) is -21.5 / -22.2 eV. Its total energy is -1809.28467 hartree. The LUMO energy (alpha / beta) comes out at -0.5080 / -0.6293 Ha. The HOMO-LUMO gap (alpha / beta) is 7.63 / 5.09 eV.

---

| no. | strongest force on any atom (eV/A) |
| --- | --- |
| 1 | 5.73 |
| 2 | 7.67 |
| 3 | 2.90 |
| 4 | 0.60 |
| 5 | 2.72 |
| 6 | 3.53 |